[1]
This record from OMol25 describes a structure of composition C31H31N2OS5SbSnTe. The level of theory is ωB97M-V with the def2-TZVPD basis set.

electronic energy	-4098.2763	Eh
frontier orbital gap	4.67	eV
net charge	-2
highest occupied orbital energy	-1.18	eV
lowest unoccupied orbital energy	3.494	eV

The geometry in XYZ format:
```
73
Properties=species:S:1:pos:R:3:lowdin_charge:R:1
Sn -0.92851 -2.28927 2.05295 0.58
S 2.54818 -0.15840 4.44987 0.96
C 3.29901 -1.49789 3.68614 -0.46
C 2.40528 -2.26567 3.00180 -0.29
C 1.05622 -1.80553 3.09140 -0.47
C 0.98786 -0.67009 3.84086 -0.54
C -0.24628 0.05473 4.06687 -0.29
C -0.38457 1.09177 4.98508 -0.03
C -1.60846 1.72358 5.11639 -0.07
C -2.66504 1.32819 4.31667 -0.08
C -2.46572 0.27989 3.43320 -0.20
N -1.29647 -0.34336 3.31783 -0.01
H 4.36598 -1.63090 3.79503 0.05
H 2.69809 -3.14658 2.44064 0.09
H 0.45899 1.35958 5.60840 0.09
H -1.73643 2.50525 5.85592 0.10
H -3.64348 1.77666 4.40299 0.10
H -3.26294 -0.08781 2.79636 0.02
S -4.44076 -1.69584 5.25568 -0.30
Sb -3.84881 -3.25405 3.68040 -0.25
S -1.46998 -3.74825 3.94606 -0.13
S -3.84062 -2.25563 1.55695 -0.19
S -5.03024 -5.21133 3.73851 -0.38
N -1.58184 -3.81015 -1.21648 -0.01
H -0.89388 -3.06477 -1.23870 -0.05
H -2.42075 -3.40088 -0.81092 -0.05
H -1.24974 -4.45798 -0.51113 -0.01
C -3.57719 4.24903 -3.70898 -0.06
C -2.96989 3.34381 -2.67245 -0.27
C -3.53148 2.10845 -2.37990 -0.01
C -2.97131 1.24841 -1.44644 -0.19
C -3.60341 -0.10353 -1.23097 -0.05
C -1.79396 1.64081 -0.77678 -0.10
C -1.21431 0.71173 0.19095 -0.23
O -0.11711 0.79431 0.71878 -0.15
C -1.20495 2.89122 -1.07221 -0.19
C 0.07395 3.33660 -0.42297 -0.03
C -1.80746 3.71637 -2.00791 -0.02
H -4.64473 4.05844 -3.81720 0.07
H -3.10025 4.08888 -4.67893 0.08
H -3.43731 5.29676 -3.44153 0.07
H -4.43329 1.80515 -2.90175 0.11
H -4.58077 -0.14187 -1.70996 0.08
H -3.73427 -0.35743 -0.17791 -0.01
H -2.98741 -0.88961 -1.67595 0.09
H -1.85062 -0.14508 0.46620 0.05
H 0.01627 3.25544 0.66115 0.09
H 0.30540 4.36531 -0.70277 0.07
H 0.89311 2.69183 -0.74524 0.08
H -1.35287 4.67732 -2.22651 0.11
Te 1.84266 -0.93006 0.04100 1.47
C 1.82982 0.14770 -1.80576 -0.49
C 2.98741 0.78775 -2.24811 -0.14
C 2.98497 1.54074 -3.41214 -0.10
C 1.81730 1.68008 -4.15329 -0.11
C 0.66389 1.03645 -3.73296 -0.09
C 0.68008 0.26364 -2.57901 -0.14
C 3.62827 -1.91290 -0.66915 -0.50
C 3.58284 -2.74085 -1.78831 -0.14
C 4.74207 -3.29979 -2.30647 -0.10
C 5.96900 -3.04203 -1.70902 -0.12
C 6.02342 -2.24275 -0.57638 -0.11
C 4.85925 -1.68580 -0.06203 -0.15
H 3.90207 0.69741 -1.67428 0.09
H 3.90028 2.01700 -3.74425 0.09
H 1.80266 2.29588 -5.04474 0.09
H -0.25184 1.11912 -4.30681 0.10
H -0.22137 -0.25618 -2.27874 0.09
H 2.63041 -2.94231 -2.26516 0.10
H 4.69144 -3.93435 -3.18351 0.09
H 6.87510 -3.47374 -2.11721 0.09
H 6.97627 -2.03776 -0.10215 0.09
H 4.90283 -1.05488 0.81899 0.09
```

---

[2]
This record from OMol25 describes a structure of composition C31H31N4O6RuS. The level of theory is ωB97M-V with the def2-TZVPD basis set.

multiplicity	6
electronic energy	-2363.2251	Eh
frontier orbital gap (alpha / beta)	7.76 / 6.28	eV
net charge	0
highest occupied orbital energy (alpha / beta)	-7.56 / -8.23	eV
lowest unoccupied orbital energy (alpha / beta)	0.196 / -1.944	eV

The geometry in XYZ format:
```
74
Properties=species:S:1:pos:R:3:lowdin_charge:R:1
Ru 1.44565 -1.37313 -1.51911 1.41
C -0.73050 -3.58287 4.83802 -0.04
C 0.29611 -2.99190 3.91211 -0.26
C 1.23529 -2.07227 4.37660 -0.03
C 2.18282 -1.53069 3.52797 -0.06
C 2.19444 -1.92004 2.19144 -0.29
C 1.29946 -2.85823 1.71107 -0.05
C 0.34782 -3.37724 2.57614 -0.02
S 3.44565 -1.17340 1.22218 0.74
O 4.72470 -1.44137 1.80977 -0.24
O 3.24628 0.36802 1.51282 -0.21
N 3.22605 -1.52637 -0.24103 -0.30
C 4.43770 -1.48029 -1.10265 -0.14
C 4.14093 -0.82566 -2.45174 -0.65
O 5.03304 -0.77524 -3.26872 0.06
O 2.93711 -0.35042 -2.61611 -0.18
H -0.77689 -3.03855 5.78006 0.08
H -0.49038 -4.62311 5.06486 0.09
H -1.72124 -3.56979 4.38300 0.08
H 1.22081 -1.77289 5.41763 0.12
H 2.90361 -0.81180 3.89229 0.13
H 1.33308 -3.21332 0.69063 0.07
H -0.35659 -4.10806 2.19806 0.13
H 4.80190 -2.49211 -1.27685 0.13
H 5.24429 -0.91502 -0.63484 0.12
C -1.97583 4.43707 0.58265 -0.04
C -2.99790 3.36213 0.34241 -0.21
C -4.34974 3.58465 0.56433 -0.04
C -5.29646 2.59453 0.34529 -0.08
C -4.88596 1.34333 -0.08397 -0.08
C -3.53960 1.08704 -0.29753 -0.03
C -2.60177 2.09597 -0.10352 -0.20
N -1.21305 1.88904 -0.29825 0.14
C -0.63874 0.83585 -0.98432 -0.33
N -1.23638 0.55859 -2.14750 0.15
C -0.93033 -0.37861 -3.16883 -0.19
C 0.15704 -1.23375 -3.07856 -0.20
C 0.40932 -2.05710 -4.18199 -0.10
C -0.40418 -2.04394 -5.29760 -0.07
C -1.50295 -1.19335 -5.33642 -0.05
C -1.78505 -0.34283 -4.28196 -0.22
C -2.96467 0.59249 -4.34895 -0.05
N 0.45455 0.25227 -0.54384 0.02
C 0.83492 0.56618 0.78331 -0.22
C -0.01270 0.31231 1.83703 -0.05
C 0.15532 0.93929 3.06782 -0.05
C 1.14101 1.96096 3.20895 -0.07
C 2.03308 2.18291 2.22397 0.00
C 2.13651 1.28540 1.02198 -0.40
C 2.67685 2.00386 -0.19455 0.01
H -2.45974 5.38210 0.82083 0.08
H -1.34362 4.58557 -0.29451 0.09
H -1.31626 4.18954 1.42056 0.08
H -4.66456 4.56259 0.90764 0.11
H -6.34458 2.79854 0.51506 0.10
H -5.60848 0.55434 -0.24364 0.11
H -3.22334 0.09924 -0.60549 0.12
H -0.62881 2.26226 0.43490 0.12
H -1.98614 1.19599 -2.36865 0.12
H 1.26427 -2.72189 -4.15883 0.10
H -0.18825 -2.69117 -6.13684 0.10
H -2.14980 -1.18074 -6.20536 0.11
H -3.50758 0.44580 -5.28030 0.08
H -2.66109 1.64400 -4.32036 0.09
H -3.67308 0.42793 -3.53179 0.08
H -0.87489 -0.32345 1.66832 0.13
H -0.51739 0.71409 3.88323 0.11
H 1.16092 2.56359 4.10721 0.11
H 2.79585 2.94593 2.31018 0.12
H 3.63524 2.45719 0.05716 0.10
H 1.98370 2.79828 -0.48038 0.10
H 2.80732 1.33660 -1.04623 0.06
O 1.62832 -3.35340 -1.83820 -0.37
O 0.58756 -3.87148 -1.23809 -0.19
```

---

> The highest electronic energy belongs to which entry?

C31H31N4O6RuS

---

> Which of these has the highest net charge?

C31H31N4O6RuS